(1)
{
  "formula": "C30H45O23",
  "method": "wB97M-V/def2-TZVPD",
  "e_tot_ha": -2900.73177,
  "orbital_gap_ha": 0.31392,
  "relative_energy_kcal_mol": 102.6,
  "fmax_ev_per_a": 6.2,
  "multiplicity": 1,
  "charge": -1,
  "symbols": ["C", "C", "O", "O", "H", "H", "H", "C", "C", "C", "O", "C", "O", "O", "H", "H", "H", "H", "H", "H", "C", "C", "C", "O", "C", "O", "O", "H", "H", "H", "H", "H", "H", "C", "C", "C", "O", "C", "O", "O", "H", "H", "H", "H", "H", "H", "C", "C", "C", "O", "C", "O", "O", "H", "H", "H", "H", "H", "H", "C", "C", "C", "O", "C", "O", "O", "H", "H", "H", "H", "H", "H", "C", "C", "C", "O", "C", "O", "O", "H", "H", "H", "H", "H", "H", "C", "C", "C", "O", "C", "O", "O", "H", "H", "H", "H", "H", "H"],
  "positions_angstrom": [[20.37, 8.50, -22.28], [19.82, 7.24, -22.86], [18.87, 7.34, -23.72], [20.21, 6.16, -22.38], [19.53, 8.83, -21.67], [20.63, 9.09, -23.16], [21.24, 8.51, -21.62], [17.83, 5.09, -19.27], [17.19, 6.02, -20.30], [15.86, 5.38, -20.87], [14.95, 6.32, -20.68], [15.48, 7.46, -19.96], [14.80, 8.33, -19.48], [16.70, 7.18, -19.69], [18.48, 4.30, -19.64], [17.01, 4.68, -18.69], [18.41, 5.78, -18.65], [17.92, 6.17, -21.09], [15.57, 4.45, -20.38], [15.84, 5.17, -21.94], [19.97, 10.86, -26.98], [20.90, 9.95, -26.09], [20.80, 8.53, -26.44], [22.10, 8.14, -26.01], [22.91, 9.03, -26.35], [24.13, 8.85, -26.50], [22.24, 10.17, -26.43], [20.28, 10.67, -28.00], [20.10, 11.88, -26.62], [18.90, 10.67, -26.88], [20.88, 10.22, -25.03], [20.76, 8.21, -27.48], [20.05, 8.04, -25.81], [22.25, 5.91, -18.77], [23.52, 6.48, -18.37], [23.83, 7.90, -18.82], [23.61, 8.59, -17.65], [23.64, 7.77, -16.58], [23.73, 8.15, -15.43], [23.57, 6.55, -16.97], [22.22, 5.89, -19.86], [21.38, 6.53, -18.54], [22.04, 4.91, -18.40], [24.38, 5.88, -18.66], [23.19, 8.25, -19.63], [24.89, 7.97, -19.07], [19.87, 5.34, -27.04], [20.90, 4.99, -25.92], [20.48, 3.84, -25.07], [21.59, 3.03, -25.19], [22.43, 3.45, -26.14], [23.24, 2.76, -26.74], [22.00, 4.63, -26.71], [20.33, 6.00, -27.78], [19.03, 5.88, -26.62], [19.53, 4.47, -27.60], [21.10, 5.85, -25.28], [19.61, 3.28, -25.42], [20.27, 4.11, -24.04], [15.39, 7.96, -26.17], [15.93, 6.52, -26.14], [16.47, 5.94, -24.85], [15.68, 4.81, -24.68], [15.02, 4.61, -25.84], [14.46, 3.56, -26.18], [15.12, 5.59, -26.70], [14.33, 7.84, -25.97], [15.50, 8.31, -27.19], [15.75, 8.65, -25.40], [16.88, 6.46, -26.67], [16.26, 6.61, -24.01], [17.54, 5.77, -24.87], [25.31, 4.87, -24.81], [24.13, 5.60, -24.01], [23.78, 4.91, -22.74], [24.52, 5.68, -21.69], [24.71, 6.87, -22.22], [25.14, 7.85, -21.58], [24.57, 6.84, -23.59], [25.90, 4.27, -24.11], [25.94, 5.47, -25.47], [24.95, 4.10, -25.50], [23.36, 5.65, -24.77], [23.92, 3.84, -22.91], [22.70, 4.87, -22.56], [23.39, 10.97, -22.70], [24.53, 11.73, -21.88], [24.41, 11.54, -20.32], [25.59, 10.91, -19.89], [26.35, 10.64, -20.99], [27.39, 10.11, -20.90], [25.83, 11.25, -22.15], [22.42, 11.34, -22.35], [23.58, 10.01, -22.23], [23.66, 10.74, -23.73], [24.47, 12.80, -22.09], [23.61, 10.82, -20.13], [24.10, 12.45, -19.80]]
}

(2)
{
  "formula": "C4H8NOP",
  "method": "wB97M-V/def2-TZVPD",
  "e_tot_ha": -628.37371,
  "orbital_gap_ha": [0.31578, 0.29260],
  "relative_energy_kcal_mol": 124.6,
  "fmax_ev_per_a": 4.9,
  "multiplicity": 1,
  "symbols": ["C", "C", "C", "C", "N", "O", "P", "H", "H", "H", "H", "H", "H", "H", "H"],
  "positions_angstrom": [[-1.96, 0.27, -1.00], [-0.43, -0.31, -1.16], [0.41, 0.12, 0.07], [0.60, -0.83, 1.29], [-2.26, 0.85, 0.08], [-1.38, 1.20, 0.90], [1.33, 1.71, -0.07], [-2.67, -0.05, -1.71], [-0.53, -1.50, -1.08], [0.05, -0.06, -2.05], [-0.47, -0.96, 1.61], [1.29, -0.43, 2.07], [0.78, -1.87, 1.13], [2.61, 1.26, -0.61], [1.87, 1.43, 1.19]]
}